Molecular formula: C17H44N4O8PS3
Method: DFT, ωB97M-V with the def2-TZVPD basis set

Output
- Frontier orbital gap: 9.79 eV
- Charge: +1

Element x y z (Å)
H -5.259 -2.622 0.970
P -0.728 -0.442 -3.317
H 4.697 3.139 -1.086
N 0.821 1.283 0.070
N -3.165 4.122 -2.509
H -2.797 -5.564 -1.507
C 3.160 1.943 -2.090
H 3.607 2.499 -2.943
H -5.453 -4.849 2.138
O -1.579 -5.027 1.747
H -5.286 -2.465 2.740
C -1.459 2.383 -0.321
O -0.945 0.434 -4.734
H -4.177 2.899 -1.055
H 1.333 1.303 -4.178
H -3.768 -2.319 1.851
H 0.156 -0.511 2.819
H -1.070 -5.667 -1.074
H 4.005 -1.210 6.807
O 2.816 0.694 2.893
C -4.720 -2.851 1.891
H 3.998 0.452 6.238
H -3.290 0.711 -1.837
H -3.899 -4.575 2.908
H -2.818 1.443 -3.364
H -0.918 -0.011 -0.965
C 4.534 -1.002 4.725
H -4.602 2.656 -2.795
H 5.267 0.813 -0.718
N 0.443 -1.465 -3.581
H 0.414 3.400 0.148
S 2.208 -0.157 3.882
C 4.494 1.248 -0.051
H 1.425 -1.597 2.187
C 1.586 2.184 -2.156
H -0.223 2.412 1.465
H -2.240 -6.781 -0.312
H 5.539 -0.359 6.522
H -2.354 0.100 0.607
S -2.611 1.441 0.783
H 4.994 -0.272 4.055
H 1.436 3.187 -1.711
H 5.128 -1.914 4.666
O 3.219 -1.347 4.260
H -1.913 -2.146 -2.643
C -2.090 -5.780 -0.709
O 1.639 0.375 5.086
C -0.542 0.627 -1.798
H 3.708 0.459 0.019
S -2.321 -4.608 0.592
O -2.171 -3.281 0.048
H 1.159 -1.312 -2.868
C 1.244 2.291 -3.677
C -2.805 1.606 -2.268
H 0.660 -1.929 3.776
H 3.143 3.024 -0.119
H 4.875 1.489 0.953
N -1.435 1.840 -1.735
H -2.423 3.987 -3.184
C 3.851 2.497 -0.789
C 0.991 -1.159 3.083
C 0.914 0.998 -1.387
H 0.242 2.725 -3.896
H -1.816 3.429 -0.297
H -1.041 2.607 -2.298
H 1.615 0.142 -1.440
H 1.981 2.949 -4.170
O -3.883 -4.891 0.844
C -0.055 2.407 0.370
C -3.776 2.845 -2.079
C 4.521 -0.501 6.157
H -1.850 0.297 -5.046
O -2.137 -1.326 -3.099
H -2.876 4.693 -1.727
C -4.495 -4.343 2.022
H 1.746 1.375 0.478
H 3.424 0.880 -2.262

=====

Molecular formula: C6H14O3Zn
Method: DFT, ωB97M-V with the def2-TZVPD basis set

Output
- Frontier orbital gap (alpha / beta): 7.59 / 8.35 eV
- ΔE to the lowest compared entry with this formula, charge and spin: 5.5 kcal/mol
- ⟨S²⟩: 0.753
- Multiplicity: 2
- Charge: +1

Element x y z (Å)
H -2.565 -1.220 -0.158
H 0.598 1.475 -1.409
H -2.165 1.090 -0.319
C -0.910 -1.439 1.227
C 1.488 1.746 -0.806
H 2.139 0.573 -3.519
O -0.848 -0.447 -1.018
C 2.376 0.314 -2.469
C -1.380 0.831 -1.027
H -0.974 -0.969 3.830
H 1.415 2.815 -0.542
Zn 0.909 -0.864 -1.591
O -1.267 -0.263 1.898
C -0.669 -0.143 3.166
H -1.315 -2.330 1.743
H 0.191 -1.546 1.189
O 2.541 1.500 -1.702
H -1.003 0.807 3.600
H 0.432 -0.141 3.083
H -1.322 -2.400 -0.644
H -1.286 1.294 -2.011
H 1.756 0.952 0.083
H 3.345 -0.207 -2.437
C -1.487 -1.427 -0.166

=====

Molecular formula: C6H13N2
Method: DFT, ωB97M-V with the def2-TZVPD basis set

Output
- Frontier orbital gap: 9.09 eV
- ΔE to the lowest compared entry with this formula, charge and spin: 66.7 kcal/mol
- Charge: +1

Element x y z (Å)
H 2.829 1.073 0.710
C -0.628 0.911 0.262
N 1.395 -0.242 0.111
H 0.549 2.589 -0.288
H -0.269 -0.899 -2.162
H -0.542 1.041 1.333
H -0.551 -2.234 -1.065
H -1.165 2.814 -0.396
H 2.782 -0.453 1.581
N 1.080 -1.091 -0.690
H -2.358 -2.010 0.543
H -0.357 1.860 -1.644
H -0.904 -1.624 1.465
C 2.693 -0.001 0.591
H -2.351 -0.620 1.615
C -1.243 -0.319 -0.221
H -2.054 -0.071 -0.916
C -0.371 2.083 -0.580
C -0.245 -1.186 -1.106
C -1.745 -1.198 0.923
H 3.457 -0.422 -0.065

=====

Molecular formula: C7H7N2O2S
Method: DFT, ωB97M-V with the def2-TZVPD basis set

Output
- Frontier orbital gap: 5.86 eV
- ΔE to the lowest compared entry with this formula, charge and spin: 5.2 kcal/mol
- Charge: -1

Element x y z (Å)
S 2.257 -0.258 -1.893
H -0.646 -1.291 -3.756
C 0.656 -0.318 -0.935
C -0.722 0.226 1.107
C 1.363 -0.878 -3.246
H 0.092 1.283 2.675
H 1.954 -0.892 -4.201
H -1.538 0.899 2.959
C 0.499 0.095 0.397
N -1.973 -0.102 0.778
O -0.629 1.943 -1.619
H -0.442 -0.369 3.141
H -2.028 -0.328 -0.259
C 0.194 2.293 -0.875
O 1.132 2.684 -0.313
H 1.309 0.531 0.930
C -0.562 0.545 2.597
N -0.347 -0.663 -1.696
C 0.036 -0.892 -2.943

=====

Molecular formula: H24O12
Method: DFT, ωB97M-V with the def2-TZVPD basis set

Output
- Frontier orbital gap: 8.60 eV
- ΔE to the lowest compared entry with this formula, charge and spin: 136.0 kcal/mol
- Charge: 0
- SMILES: O.O.O.O.O.O.O.O.O.O.O.O

Element x y z (Å)
H -0.253 2.192 0.404
H 4.649 -1.865 -0.515
H -3.914 -3.738 0.496
H 3.233 -1.991 -1.053
H -2.595 3.012 1.325
O -3.827 -2.817 0.767
O -4.849 -1.089 -0.209
H 1.062 3.472 0.035
H -4.392 -1.180 0.634
H 0.235 0.994 1.201
H 2.389 0.781 -1.748
H -0.231 -1.125 -0.858
H 1.803 0.613 -3.141
H 1.018 0.030 3.962
H 1.809 -0.651 1.293
H 0.923 -4.288 -1.420
H -0.824 3.182 -2.994
O -0.553 -0.584 -0.128
O 1.798 3.883 -0.432
O 0.317 -4.242 -2.169
O 2.597 0.436 -2.624
H -3.160 -2.838 1.462
H -1.896 2.915 2.671
H -2.116 3.863 -3.415
O 1.546 -0.606 3.465
O -1.781 3.066 -2.989
O -1.861 3.381 1.829
O 2.650 -0.653 1.762
H 2.125 3.188 -1.014
H -4.138 -1.003 -0.854
O -0.205 1.845 1.302
H -0.514 0.317 -0.468
O 3.737 -1.997 -0.231
H 1.809 -1.258 4.124
H 2.553 -1.356 2.414
H 0.856 -3.888 -2.885

=====

Molecular formula: C3H8NS
Method: DFT, ωB97M-V with the def2-TZVPD basis set

Output
- Frontier orbital gap: 6.75 eV
- ΔE to the lowest compared entry with this formula, charge and spin: 17.8 kcal/mol
- Charge: -1

Element x y z (Å)
H -0.230 0.883 -1.537
S -0.470 1.502 0.629
H -0.537 -1.906 2.284
H -1.028 -0.809 0.087
H 1.769 0.299 -3.539
H -2.080 -0.115 1.312
H -0.224 -0.294 2.987
C -0.201 -0.883 2.067
N 0.043 0.490 -2.468
H 1.877 1.262 -1.932
C -1.037 -0.199 0.997
C 1.271 0.693 -2.648
H 0.847 -0.922 1.760

=====

Molecular formula: C22H44InP
Method: DFT, ωB97M-V with the def2-TZVPD basis set

Output
- Frontier orbital gap (alpha / beta): 5.17 / 5.78 eV
- ΔE to the lowest compared entry with this formula, charge and spin: 2.8 kcal/mol
- Charge: +2

Element x y z (Å)
H -0.853 -1.509 3.817
H -3.409 -0.760 -0.253
H -0.426 5.128 -2.223
H -1.937 0.298 -3.385
H 0.228 3.878 -0.237
H 1.107 -4.397 -0.451
In 0.697 -0.066 0.416
C -1.699 -1.483 -1.326
H -0.927 0.157 5.729
H 3.181 2.212 2.849
C -0.039 -0.450 5.513
H -3.269 -0.175 -1.921
H 1.538 3.477 4.552
H 1.969 -0.498 -2.987
C 0.315 -2.457 -0.749
C -0.976 -0.227 -3.471
C -1.972 2.405 1.952
H -1.334 3.158 2.442
C -1.082 -2.384 -0.425
H -0.188 0.536 -3.575
C -1.922 1.071 2.717
H -1.089 -3.286 1.550
H -2.791 0.225 4.567
H 1.276 -3.326 0.966
C 1.101 1.815 3.285
H 2.677 0.659 2.190
C -3.114 -1.047 -1.273
H 1.298 5.445 -1.943
H -0.028 2.746 4.936
C -0.738 -1.114 -2.307
C 0.500 -1.709 -1.975
C 1.000 2.521 4.637
C -1.753 -3.114 0.690
H 2.959 0.820 3.943
H -2.996 2.812 1.941
C 1.955 2.847 -1.037
H -1.646 2.302 0.909
H -2.619 -2.560 1.086
C 2.551 1.332 3.057
H 2.163 2.130 -1.848
C 1.314 -3.363 -0.130
H -2.120 -4.098 0.350
H -2.388 0.271 2.103
C 0.585 3.509 -1.206
C -2.700 1.177 4.030
H 2.019 2.285 -0.079
H -3.725 1.544 3.846
H 2.638 -1.888 -2.112
H 1.180 -2.665 4.457
C 1.283 -1.763 3.829
H 1.489 1.957 5.440
H 0.803 4.324 -3.217
H -3.765 -1.866 -1.612
H 1.769 -2.144 -3.637
C 0.570 4.671 -2.205
H 0.857 0.100 5.820
C 1.779 -1.549 -2.706
H 2.334 -3.094 -0.434
C 0.036 -0.891 4.048
H 2.197 -1.242 4.147
H 1.412 -2.109 2.794
P -0.159 0.491 2.866
H -2.226 1.907 4.704
H -0.148 2.749 -1.512
H 2.752 3.598 -1.008
H -0.091 -1.367 6.123
H -1.001 -0.806 -4.410
H 0.870 2.566 2.511

=====

Molecular formula: C6H7FO4
Method: DFT, ωB97M-V with the def2-TZVPD basis set

Output
- Frontier orbital gap (alpha / beta): 7.08 / 8.54 eV
- ΔE to the lowest compared entry with this formula, charge and spin: 13.2 kcal/mol
- Charge: 0

Element x y z (Å)
H -0.053 -0.519 -1.592
H -0.400 1.878 -1.446
H 1.852 -1.604 -0.281
F -3.083 1.842 0.116
C 1.350 -0.539 0.048
H -2.473 -2.762 0.416
C -2.871 -0.563 -0.216
O -0.680 -1.707 -0.026
H 1.774 1.262 0.002
C -0.805 0.828 0.089
H -0.526 1.023 1.113
C -0.178 -0.516 -0.416
C -2.239 0.851 -0.266
O 2.164 0.468 -0.290
C -2.044 -1.866 0.001
O -0.116 1.929 -0.498
H 1.210 -0.595 1.094
O -4.092 -0.665 -0.283

=====

Molecular formula: CH2N4O2
Method: DFT, ωB97M-V with the def2-TZVPD basis set

Output
- Frontier orbital gap: 11.15 eV
- ΔE to the lowest compared entry with this formula, charge and spin: 92.8 kcal/mol
- Charge: 0

Element x y z (Å)
O -0.019 -2.641 0.165
N 0.360 -0.576 -1.040
N -0.086 1.506 1.115
H -1.643 2.553 1.109
N -0.870 2.219 1.626
C 0.140 -1.841 -0.642
H 1.299 -0.378 -1.144
O 0.094 -1.665 -2.031
N 0.724 0.824 0.842

=====

Molecular formula: C13H14N2O4S
Method: DFT, ωB97M-V with the def2-TZVPD basis set

Output
- Frontier orbital gap: 8.40 eV
- ΔE to the lowest compared entry with this formula, charge and spin: 6.8 kcal/mol
- Charge: 0
- SMILES: O=C1OC2(CCCCC2)OC(=O)C1=CNc1nccs1

Element x y z (Å)
H 3.251 0.204 -2.682
O 0.019 2.343 1.023
S -5.655 -1.196 0.055
H 1.212 0.316 -1.507
H 3.406 -1.952 0.524
C 3.301 -0.222 -1.679
H 3.061 -1.093 2.025
O -1.244 -2.153 0.733
C 4.261 0.052 0.623
C -4.411 0.048 0.131
O 0.878 -1.540 0.757
H 5.224 -0.460 0.621
C -0.793 0.162 0.593
H 3.856 -1.159 -1.743
C 0.240 1.176 0.835
C 1.823 -0.551 0.367
H 1.503 -1.428 -1.572
H -2.335 1.612 0.390
N -3.109 -0.307 0.322
N -4.846 1.252 -0.007
H -6.671 2.229 -0.306
H 4.288 0.812 1.403
H 3.401 1.618 -0.589
C -2.095 0.557 0.436
C -0.433 -1.248 0.686
O 1.511 0.714 0.910
C 1.879 -0.483 -1.175
H -2.850 -1.296 0.419
C 3.171 -0.976 0.947
H 4.970 1.047 -1.160
C -6.803 0.069 -0.177
C -6.187 1.279 -0.180
H -7.843 -0.156 -0.295
C 4.019 0.730 -0.730

=====

Molecular formula: C44H36CeCl2I2N6O2Si
Method: DFT, ωB97M-V with the def2-TZVPD basis set

Output
- Frontier orbital gap (alpha / beta): 7.33 / 7.45 eV
- ⟨S²⟩: 0.751
- Multiplicity: 2
- Charge: +1

Element x y z (Å)
C -2.237 4.580 2.082
H 0.284 0.603 4.509
H 1.780 -3.716 -2.005
H -1.134 5.677 -1.318
C -1.563 -3.533 1.997
H -0.958 3.276 -0.766
H -6.102 0.673 -3.450
C -0.373 -0.098 -3.818
C 0.947 -1.431 -5.902
C -1.523 4.373 -4.417
C 6.242 -0.678 1.218
C 3.646 0.283 0.580
C -2.976 0.165 -2.211
H 2.067 2.414 4.076
H 1.461 -1.949 -6.702
C 1.593 -0.418 -5.203
C -1.367 -5.462 3.459
H -0.878 -2.536 -6.142
H 2.626 2.248 2.398
C -4.598 -1.289 -1.138
Si -1.192 0.782 -2.347
C -3.572 2.935 0.892
H -2.716 0.982 0.570
C 0.523 2.353 2.602
H -2.095 5.574 2.484
Ce 0.667 -0.367 0.689
C -1.233 2.608 -2.785
C -1.424 3.026 -4.103
N -0.004 3.583 2.790
H -4.830 -2.062 -0.415
H 6.945 1.086 0.243
C -5.315 0.246 -2.840
I 8.192 -1.261 1.757
H -0.183 -5.255 5.249
Cl -0.002 -2.858 -0.719
H 0.741 -2.579 -2.946
C -3.397 4.220 1.424
C -0.547 -4.789 4.343
N 1.892 0.468 3.188
C -1.011 -1.106 -4.546
H -1.511 6.380 -3.660
H 2.853 0.157 3.260
C -1.123 3.584 -1.793
C 2.833 -2.957 1.933
H 4.098 -4.439 2.852
H -2.551 -5.396 1.674
N 2.705 -1.772 1.380
H -2.004 -3.039 1.140
N 0.511 -2.503 4.666
C -1.260 3.599 2.199
H 2.611 -0.149 -5.454
C -2.601 1.962 1.012
C 0.932 0.245 -4.179
H -4.492 2.706 0.370
C 6.085 0.500 0.534
C -0.240 -3.472 4.025
H -2.503 -1.255 -0.678
H 0.453 4.358 3.239
H 6.153 -3.105 2.529
C 5.195 -2.729 2.195
C -1.882 -4.838 2.315
C -0.362 -1.767 -5.582
H -3.791 1.488 -3.691
H 0.957 -2.603 5.563
C 1.107 -0.082 4.297
H 1.428 1.053 -3.650
C 3.828 -1.012 1.187
C -0.695 -2.855 2.851
C 1.864 1.929 3.113
C 1.228 -2.784 -1.999
O -0.440 0.383 -0.980
C -1.429 5.329 -3.415
H -4.192 4.946 1.321
N -0.196 -1.554 2.791
H 1.928 -3.553 2.014
C -4.010 0.698 -2.980
C -3.296 -0.835 -1.291
H -1.672 4.679 -5.445
H 1.690 -0.201 5.215
C -5.610 -0.746 -1.917
C 4.809 0.965 0.218
H -1.489 2.288 -4.897
C -1.433 2.308 1.685
H -6.629 -1.094 -1.799
Cl 2.305 -1.453 -1.595
N -0.292 1.552 1.955
C 5.126 -1.474 1.548
O 2.460 0.783 0.385
I 4.511 2.787 -0.776
C -1.220 4.933 -2.102
H -2.037 -1.365 -4.303
C 0.489 -1.388 3.901
H -1.634 -6.490 3.662
C 4.060 -3.466 2.382

=====

Molecular formula: C5H12InO6P
Method: DFT, ωB97M-V with the def2-TZVPD basis set

Output
- Frontier orbital gap: 2.92 eV
- ΔE to the lowest compared entry with this formula, charge and spin: 35.1 kcal/mol
- Charge: +2

Element x y z (Å)
H 1.849 -0.114 2.309
In -1.461 -1.735 -0.607
O 1.835 2.235 0.119
C 3.342 -0.174 -2.538
H 3.596 -1.125 -2.072
O 2.707 0.859 -1.773
H 3.544 -0.507 2.532
H -6.142 -2.553 1.858
O -3.865 -2.802 0.738
H 0.215 2.608 -1.114
C 2.734 -0.503 1.807
O 3.191 0.208 0.622
C -5.867 -1.582 1.441
O -4.104 -0.708 0.142
C -4.524 -1.737 0.712
C 1.021 3.151 -0.620
H 4.239 0.328 -2.897
H 2.764 -0.431 -3.427
H -5.727 -0.884 2.266
H -6.747 -1.350 0.840
H 2.530 -1.548 1.574
H 1.521 3.805 -1.336
H 0.588 3.861 0.084
P 2.029 0.734 -0.337
O 0.733 -0.037 -0.326